{
  "formula": "C34H86N2O10",
  "method": "ωB97M-V with the def2-TZVPD basis set",
  "symbols": ["H", "H", "H", "H", "H", "C", "H", "H", "O", "H", "H", "H", "C", "C", "H", "H", "O", "C", "H", "H", "C", "C", "H", "H", "O", "H", "C", "H", "H", "H", "H", "H", "H", "C", "C", "H", "H", "H", "C", "H", "O", "H", "H", "H", "H", "H", "H", "H", "H", "H", "H", "C", "C", "C", "H", "C", "H", "H", "H", "C", "C", "H", "H", "C", "O", "C", "H", "O", "H", "C", "H", "H", "C", "C", "H", "H", "H", "H", "C", "O", "H", "H", "C", "C", "H", "H", "H", "H", "C", "C", "C", "H", "H", "H", "H", "C", "H", "H", "H", "H", "H", "C", "H", "C", "N", "O", "H", "H", "H", "H", "H", "H", "C", "H", "H", "N", "H", "H", "H", "H", "H", "O", "H", "O", "H", "C", "C", "H", "H", "H", "C", "H"],
  "coordinates": [[-2.538, 1.555, -5.812], [-5.625, -5.533, 3.220], [5.872, -0.391, 1.506], [1.794, 1.834, -7.081], [-5.148, -0.253, -4.158], [-3.995, -4.195, 3.735], [-0.309, 0.182, 0.199], [2.961, -2.805, 3.177], [-2.442, 5.000, -1.546], [-3.004, 3.158, -6.384], [4.426, 2.202, 3.779], [5.219, 1.160, 0.905], [-0.158, 1.235, -1.737], [-0.256, 5.957, -1.818], [-4.632, -6.491, 0.420], [2.193, 0.213, 5.160], [-2.975, 3.229, -3.662], [5.452, 0.572, 1.796], [6.515, -2.155, -1.961], [3.685, -1.215, 1.253], [2.906, 0.909, -5.416], [-2.713, -3.719, 3.094], [3.070, -0.071, -3.764], [2.284, 2.523, -3.149], [5.635, 0.071, 4.549], [-5.593, -5.414, -0.500], [4.860, -0.751, -1.933], [-1.479, 4.237, -4.692], [3.638, 0.193, 6.160], [-6.403, -3.207, 0.545], [6.520, -1.058, -0.588], [-5.795, -2.367, -3.818], [3.616, 2.048, -1.449], [3.219, -0.375, 1.773], [3.704, 1.750, 3.100], [0.351, 5.171, -2.262], [-0.077, 2.221, -1.258], [0.507, 1.273, -2.602], [-2.402, 2.805, 3.426], [5.409, 0.006, -2.516], [-3.895, -3.624, -0.456], [2.790, 0.343, 1.071], [-4.342, -2.759, -0.458], [-4.191, -3.098, -3.633], [2.723, 4.942, -1.757], [-0.808, -2.453, 1.512], [1.916, 2.818, -5.609], [-3.378, -0.658, -4.472], [-1.074, 3.469, 1.846], [-5.914, -2.786, 2.191], [1.319, 0.395, -0.379], [4.189, 0.372, 2.666], [1.825, 1.801, -5.993], [2.037, -0.976, 2.546], [5.360, -2.428, -0.683], [3.448, 3.046, -1.038], [-4.729, -2.550, -5.178], [4.672, -1.988, -3.464], [4.954, -2.057, 6.108], [-4.678, -5.178, 2.801], [-5.435, -5.751, 0.525], [-2.246, -2.922, 3.691], [4.200, -0.195, -1.273], [-4.983, -4.604, 1.411], [2.091, 3.459, -3.004], [3.674, -1.280, 4.537], [3.771, -3.210, 5.594], [4.084, -1.502, -2.881], [-3.600, -1.216, 0.851], [4.418, -2.415, 5.221], [-1.689, 2.284, 4.069], [-4.681, -3.369, 3.954], [-2.861, -3.159, 1.681], [-4.276, -0.852, -3.883], [-1.505, 6.133, -0.073], [-6.294, -6.273, 0.940], [-2.764, 3.291, 1.366], [1.487, -0.143, 3.000], [-3.372, -1.706, 1.799], [-2.728, 4.083, 3.928], [-3.268, 2.132, 3.526], [-1.368, 2.647, -6.553], [-1.476, -3.176, 1.037], [-1.871, 3.224, -4.550], [-3.049, -0.288, -2.498], [0.107, -0.790, -1.069], [6.356, -0.565, 4.478], [0.863, 1.381, -5.682], [3.114, 4.012, -2.173], [0.297, 0.228, -0.712], [2.572, -1.891, 3.642], [0.280, 6.810, -1.410], [2.842, -0.079, -5.888], [-0.810, 6.396, -2.657], [-1.029, 2.667, -4.107], [-1.970, 2.859, 1.978], [-1.518, -2.974, -0.032], [-3.636, 4.295, 3.702], [-4.069, -6.080, 2.680], [-1.930, -4.480, 3.192], [-0.880, 4.516, -0.307], [-1.263, 5.391, -0.841], [2.703, 1.730, 3.533], [5.872, -1.642, -1.241], [4.619, -0.490, 3.764], [-1.469, 0.871, -2.123], [2.456, -1.084, 6.350], [-2.758, 3.793, -2.896], [-2.606, -1.100, 2.298], [-7.051, -4.082, 1.958], [3.907, 1.299, -5.644], [3.639, 2.416, 2.233], [-4.745, -2.290, -4.113], [5.182, -2.841, 4.566], [1.353, -1.489, 1.871], [-3.776, -3.981, 0.901], [3.965, 4.292, -2.805], [1.755, -2.186, 4.302], [-1.824, 1.543, -2.725], [2.607, 3.041, -0.347], [-3.094, 4.627, -0.945], [2.753, 0.816, -3.996], [-4.225, -1.638, 2.473], [-3.950, -0.627, -2.509], [-1.021, -4.153, 1.204], [-2.220, 2.596, -5.870], [-6.164, -3.613, 1.529], [-1.739, 1.875, 1.568], [6.248, 1.070, 2.353], [-3.835, -4.652, 4.714], [2.939, -0.443, 5.609], [4.380, 3.315, -0.535]],
  "atomic_forces_ev_per_a": [[0.0069, 0.0016, 0.2606], [-0.0056, 0.0992, 0.0495], [-0.2326, -0.0814, -0.0952], [0.3704, -0.0755, -0.0383], [0.4871, 0.5511, -0.1797], [-0.5928, -0.0314, 0.0413], [-0.1936, 0.7734, -0.0260], [0.0158, 0.0266, -0.0167], [-0.2291, 0.0167, -0.3101], [-0.1324, -0.0501, 0.2278], [-0.1315, -0.0870, 0.2023], [0.0084, -0.0185, -0.0076], [0.4142, 0.0488, 0.6254], [-0.7911, 0.1356, -0.7805], [0.0102, 0.0789, 0.2369], [-0.0723, -0.0701, 0.0198], [-0.0513, -0.2686, 0.0851], [0.2919, 0.1422, 0.2658], [-0.0319, 0.1667, -0.1542], [0.3630, 0.2899, -0.1543], [0.2708, 0.2391, -0.4972], [0.7166, 0.4318, 1.0051], [0.0190, 0.0400, 0.4736], [0.1549, -0.0820, -0.1378], [-0.1354, 0.3163, 0.3783], [-0.4596, 0.0731, 0.1371], [1.1353, 0.0554, -1.2413], [-0.1694, 0.0530, -0.1229], [0.0624, -0.0573, -0.1028], [-0.1515, 0.0113, 0.0361], [-0.0731, -0.0713, 0.1030], [0.0812, -0.1610, 0.1878], [-0.1708, -0.0508, 0.0266], [-1.4426, -0.4086, 0.4344], [-0.3889, 0.2473, -0.3182], [0.3910, 0.1474, 0.1851], [-0.4941, 0.1702, -0.2480], [0.0478, -0.2340, -0.0139], [-0.8633, -1.0229, -0.1392], [-0.0536, 0.0911, 0.2542], [-0.0657, 0.7016, 0.5005], [0.3878, -0.0549, -0.2811], [0.0966, -0.0823, -0.3486], [0.2284, 0.3924, 0.3414], [-0.0659, 0.0078, -0.0570], [-0.1661, 0.1438, 0.0139], [-0.0847, -0.0114, 0.0267], [-0.2883, 0.2818, -0.2959], [-0.0514, 0.0841, 0.1286], [-0.0070, 0.0737, -0.0669], [0.1503, -0.1831, -0.3252], [1.6301, 0.1653, -0.4048], [-0.3914, -0.1306, 0.3383], [0.5016, 0.7460, 0.5404], [0.0643, 0.1123, 0.2135], [0.3652, 0.2785, -0.4796], [-0.0103, 0.2969, -0.0245], [0.1645, 0.0104, 0.0807], [-0.0394, 0.1246, -0.0993], [-0.1718, -0.3459, 0.0446], [0.9913, -0.4235, -0.6955], [-0.3298, 0.1290, -0.0336], [-0.2589, -0.4245, 0.1312], [-0.6780, 0.3990, 0.8545], [-0.1226, 0.4205, 0.2781], [-1.1308, 0.4465, 0.7161], [-0.2149, 0.0584, -0.2580], [-0.6905, 0.2253, 0.3410], [-0.0420, -0.1570, -0.0850], [0.7813, -0.0165, 0.6054], [0.4497, 0.6665, 0.0211], [0.1122, 0.1131, -0.1904], [-0.3014, 0.5511, -0.2066], [0.0433, -1.0890, 0.5327], [-0.1741, 0.0347, -0.1151], [-0.2170, 0.2122, -0.0553], [-0.0206, -0.0004, 0.0012], [-0.1582, -0.1422, -0.0237], [0.4252, 0.3725, 0.6045], [0.4127, 0.2038, 0.4038], [-0.1160, 0.1863, -0.2379], [0.1436, -0.1002, 0.2072], [0.1638, -0.1724, -0.0676], [0.6792, 0.0098, 0.3633], [0.0898, 0.0538, 0.4066], [0.7068, 0.0206, -0.3837], [0.0379, 0.0972, -0.0419], [-0.0217, 0.2130, 0.0678], [-0.2752, -0.3148, -0.2027], [-0.4555, -0.9599, 0.3668], [0.1809, -0.2407, -0.5029], [0.4625, -0.3747, 0.2211], [-0.0441, -0.0441, 0.2265], [-0.1023, -0.0850, 0.1039], [0.0185, 0.0204, -0.0520], [0.3231, 0.0540, -0.2184], [-0.0311, 0.0420, 0.0196], [-0.0332, -0.0714, -0.0674], [0.2015, 0.1185, -0.0299], [-0.3435, -0.3923, -0.6094], [0.2055, 0.0461, -0.0694], [0.0707, -0.0808, 0.6555], [0.1296, -0.0088, 0.2482], [-0.2974, -0.1342, 0.1958], [-0.4030, -1.4041, -1.0852], [-0.3787, 0.3984, -0.2342], [-0.1059, -0.0598, -0.1297], [0.0654, 0.0095, -0.3497], [0.0651, -0.0156, -0.2373], [-0.0298, -0.1562, -0.2158], [-0.1038, 0.0330, 0.0016], [0.0312, -0.1079, -0.0309], [-0.3821, -0.3375, -0.4371], [-0.2282, -0.1150, -0.1583], [0.0226, -0.1041, 0.0360], [0.6321, -1.6235, -0.3558], [0.2163, -0.2206, 0.2132], [0.0571, -0.1571, 0.0499], [-0.1301, 0.0086, 0.1812], [0.1051, -0.2155, 0.1781], [0.1312, 0.0857, 0.1879], [-0.0352, -0.2706, -0.4558], [-0.2129, -0.0697, -0.2161], [-0.2263, -0.0738, -0.2909], [-0.0696, -0.0922, -0.2478], [-0.2563, 0.3077, -0.7825], [0.2489, 0.2123, 0.0749], [-0.0941, -0.1446, 0.0833], [-0.1765, 0.2356, -0.0179], [0.2795, -0.0894, -0.0932], [0.3671, 0.2877, 0.2302], [-0.1863, 0.1695, 0.1790]],
  "mulliken_charge": [0.1478, 0.5128, 0.3401, 0.4526, 0.2341, -0.7051, 0.1175, 0.2941, -0.6455, 0.4017, 0.3853, 0.1961, 0.9161, -0.7085, 0.4385, 0.2936, -0.5840, -1.6319, 0.4956, 0.2810, -0.4089, -1.3113, 0.2265, 0.0609, -0.5123, 0.3501, 0.6712, 0.2765, 0.3691, 0.3565, 0.2611, 0.2820, -0.2635, 0.3206, -1.7141, -0.2218, -0.2445, 0.0907, -0.5935, 0.2278, -0.3466, -0.8211, 0.3465, 0.2575, 0.3544, 0.1725, 0.2067, 0.2047, 0.2987, 0.3777, -0.2149, 1.1215, -0.8942, -0.2213, 0.2952, -0.1210, 0.3634, 0.2780, 0.4439, -1.2939, -1.9968, 0.4107, -0.3295, 1.6159, -0.2524, 1.8791, 0.3794, -0.5908, 0.2140, -2.0513, 0.3354, 0.3286, 1.8559, 0.0197, 0.4198, 0.3935, 0.1810, 0.1851, -1.5310, -0.5402, 0.2917, 0.3559, -1.9811, 0.5868, 0.3790, 0.4412, 0.3381, 0.1112, -0.5290, -0.6041, -1.6919, 0.4139, 0.4072, 0.3120, -0.2562, -0.3587, 0.3429, 0.3196, 0.3452, 0.4302, -0.1968, 0.2217, 0.3081, -1.2985, 0.5954, -0.5821, 0.5016, 0.5589, 0.4036, 0.4252, 0.3005, 0.3665, -1.1754, 0.4403, 0.2198, 0.1291, 0.2472, 0.5637, 0.1291, 0.0837, 0.2712, -0.4051, 0.4099, -0.4171, 0.5538, -1.3479, -1.6346, 0.0589, 0.4679, 0.3993, -1.8434, 0.4033],
  "orbital_gap_ev": 8.32,
  "smiles": "CC1(C)CCCC(C)(C)N1O.CC1(C)CCCC(C)(C)N1O.CCO.CCO.CCO.CCO.CCO.CCO.CCO.CCO",
  "total_charge": 0,
  "spin_multiplicity": 1,
  "homo_energy_ev": -7.881
}